C49H68MoN3O3SSe | ωB97M-V/def2-TZVPD

Charge: +3
Multiplicity: 1
Frontier orbital gap (alpha / beta): 4.5 / 4.4 eV
LUMO level (alpha / beta): -11.23 / -11.36 eV
HOMO level (alpha / beta): -15.7386 / -15.7229 eV

Each line ends with the Mulliken charge.
CARTESIAN COORDINATES (ANGSTROEM)
Mo: 0.153268 0.029855 0.270445  0.000
C: -2.546085 1.567854 -0.057183  -0.964
N: -2.013102 0.406937 0.712677  0.705
C: -2.272052 0.674174 2.156367  -0.915
C: -2.797351 -0.792078 0.278101  -0.878
C: -2.130801 -2.061102 0.747950  -1.198
N: -0.699044 -2.079632 0.336694  1.701
C: 0.096062 -2.939252 1.282231  -0.896
C: 0.072126 -2.531380 2.721465  0.091
C: -0.095874 -3.470627 3.721283  -0.498
C: 0.028408 -3.104765 5.063701  -0.320
C: 0.338903 -1.775299 5.347926  -0.606
C: 0.527140 -0.776889 4.391299  0.518
C: 0.344852 -1.212867 3.077764  -0.677
O: 0.432255 -0.348676 2.005932  1.084
C: 0.941198 0.617694 4.875854  1.723
C: -0.184932 1.195876 5.743773  -1.617
C: 1.249805 1.620674 3.760454  -1.425
C: 2.220012 0.467189 5.717998  -1.602
C: -0.160520 -4.096692 6.205697  1.516
C: 1.079083 -4.074660 7.112609  -1.556
C: -1.397499 -3.671847 7.012409  -1.557
C: -0.366740 -5.522284 5.694475  -1.962
C: -0.516477 -2.747610 -1.000034  0.706
C: -1.220959 -2.127240 -2.164299  0.134
C: -2.007977 -2.873623 -3.017030  -0.365
C: -2.561454 -2.287855 -4.161363  -0.645
C: -2.261537 -0.951644 -4.416569  -0.479
C: -1.461036 -0.141709 -3.606923  0.296
C: -0.997876 -0.782469 -2.458779  -0.685
O: -0.318479 -0.110638 -1.462346  1.266
C: -1.152146 1.283197 -4.082927  1.830
C: -0.171436 2.057673 -3.195386  -1.809
C: -0.514598 1.179038 -5.480244  -1.695
C: -2.459709 2.080985 -4.180628  -1.632
C: -3.470907 -3.053994 -5.115694  1.524
C: -4.877307 -2.439504 -5.027780  -1.544
C: -2.942342 -2.926359 -6.552131  -1.550
C: -3.552579 -4.538021 -4.759348  -1.961
H: -3.616509 1.657570 0.136227  0.505
H: -2.385937 1.407537 -1.120423  0.160
H: -2.053696 2.481556 0.262942  0.315
H: -3.343685 0.825569 2.296347  0.421
H: -1.743304 1.577119 2.456475  0.315
H: -1.941769 -0.156168 2.773927  0.302
H: -2.873517 -0.765947 -0.806744  0.461
H: -3.808830 -0.714391 0.684468  0.618
H: -2.643022 -2.929420 0.325861  0.310
H: -2.170197 -2.150442 1.833656  0.636
H: 1.120591 -2.942539 0.899936  -0.364
H: -0.285532 -3.959898 1.195006  0.866
H: -0.303299 -4.496738 3.450810  0.761
H: 0.448560 -1.494735 6.385939  0.542
H: -1.104603 1.328802 5.168699  0.296
H: 0.112975 2.169658 6.133890  0.502
H: -0.413930 0.556577 6.595180  0.298
H: 0.364333 1.875269 3.175269  -0.016
H: 2.033179 1.261941 3.088504  0.117
H: 1.609988 2.541951 4.219630  0.612
H: 2.058137 -0.136516 6.609034  0.367
H: 2.556775 1.450083 6.047927  0.493
H: 3.023505 0.007871 5.138085  0.279
H: 1.217176 -3.111865 7.604371  0.344
H: 1.985705 -4.308811 6.551363  0.299
H: 0.969025 -4.824099 7.895867  0.479
H: -1.278409 -2.676233 7.441648  0.327
H: -1.556883 -4.369801 7.834197  0.470
H: -2.295020 -3.673158 6.391620  0.343
H: 0.483156 -5.873141 5.105005  0.420
H: -1.275050 -5.618362 5.096350  0.367
H: -0.471646 -6.195090 6.544321  0.428
H: -0.842024 -3.784753 -0.892016  0.936
H: 0.561425 -2.763760 -1.178439  -2.070
H: -2.174893 -3.920172 -2.801689  0.760
H: -2.670171 -0.505867 -5.312554  0.537
H: 0.760942 1.512707 -3.033767  0.294
H: -0.604459 2.321076 -2.228382  0.142
H: 0.082098 2.991195 -3.698412  0.636
H: 0.395943 0.577959 -5.455295  0.331
H: -0.255440 2.175912 -5.836843  0.515
H: -1.190621 0.735936 -6.209073  0.364
H: -2.954709 2.169439 -3.210668  0.251
H: -3.166096 1.624885 -4.872784  0.320
H: -2.249698 3.087864 -4.542714  0.522
H: -4.876640 -1.388633 -5.320135  0.330
H: -5.280090 -2.515536 -4.016059  0.326
H: -5.552787 -2.970368 -5.698562  0.468
H: -2.955364 -1.897411 -6.911253  0.336
H: -3.573896 -3.508799 -7.222442  0.483
H: -1.923187 -3.307059 -6.636431  0.314
H: -3.984671 -4.702680 -3.770224  0.353
H: -2.575397 -5.023462 -4.803944  0.397
H: -4.198653 -5.042345 -5.476373  0.454
Se: 0.655872 4.744233 0.640517  0.194
C: 0.551807 3.086863 0.466882  0.910
N: 0.473973 1.870668 0.336969  -1.256
O: 1.987948 -0.625071 -0.147828  -0.888
S: 3.298352 -0.121273 -0.857881  0.288
C: 4.478107 0.058535 0.514650  -1.294
C: 4.785426 -1.204008 1.260414  -0.320
C: 6.018197 -1.829238 1.090375  -0.223
C: 6.299656 -3.010613 1.764136  -0.817
C: 5.355246 -3.568674 2.613394  -0.707
C: 4.131201 -2.936858 2.802544  -0.844
C: 3.850119 -1.759620 2.128946  0.355
C: 3.977093 -1.565290 -1.748669  -0.811
C: 2.990829 -2.661881 -2.024387  0.371
C: 2.928424 -3.762845 -1.174338  -0.261
C: 2.104917 -4.834589 -1.492778  -0.744
C: 1.346398 -4.809203 -2.656749  -0.684
C: 1.406189 -3.710279 -3.505031  -0.497
C: 2.228378 -2.637546 -3.190148  -0.529
H: 4.038087 0.842255 1.136582  0.417
H: 5.358471 0.483060 0.022483  0.661
H: 6.767942 -1.390529 0.442020  0.537
H: 7.261617 -3.486725 1.633694  0.434
H: 5.581202 -4.485423 3.140566  0.495
H: 3.403661 -3.352050 3.489614  0.641
H: 2.912189 -1.254618 2.298640  0.582
H: 4.815669 -1.916598 -1.149411  0.409
H: 4.348456 -1.121896 -2.674066  0.737
H: 3.549752 -3.796444 -0.285532  0.440
H: 2.083837 -5.705635 -0.850708  0.517
H: 0.734330 -5.661684 -2.920863  0.505
H: 0.841062 -3.703294 -4.427554  0.505
H: 2.307614 -1.800680 -3.874744  0.545

Forces on the atoms, in the same order (eV/Å):
0.2 0.1 -0.2
0.0 -0.1 0.0
0.0 0.1 0.0
0.0 0.0 0.0
0.0 0.0 0.0
0.0 0.0 0.0
0.0 0.1 0.0
0.0 0.0 0.0
0.0 -0.2 0.1
0.0 0.0 0.0
0.0 0.0 0.0
0.0 0.0 0.0
0.0 -0.1 0.1
0.1 0.3 -0.4
0.1 -0.1 0.4
0.0 0.0 -0.1
0.0 0.0 0.0
0.0 0.0 0.0
0.0 0.0 0.0
0.0 0.0 0.0
0.0 0.0 0.0
0.0 0.0 0.0
0.0 0.0 0.0
0.0 0.0 0.0
-0.1 0.0 -0.1
0.0 0.1 0.0
0.0 0.0 0.0
0.0 0.1 0.0
-0.1 -0.1 -0.1
0.3 0.1 0.3
-0.2 0.1 -0.3
0.0 -0.1 0.0
0.0 0.0 0.0
0.0 0.0 0.0
0.0 0.0 0.0
0.0 0.0 0.0
0.0 0.0 0.0
0.0 0.0 0.0
0.0 0.0 0.0
0.0 0.0 0.0
0.0 0.0 0.0
0.0 0.0 0.0
0.0 0.0 0.0
0.0 0.0 0.0
0.0 0.0 0.0
0.0 0.0 0.0
0.0 0.0 0.0
0.0 0.0 0.0
0.0 0.0 0.0
0.0 0.0 0.0
0.0 0.0 0.0
0.0 0.0 0.0
0.0 0.0 0.0
0.0 0.0 0.0
0.0 0.0 0.0
0.0 0.0 0.0
0.0 0.0 0.0
0.0 0.0 0.0
0.0 0.0 0.0
0.0 0.0 0.0
0.0 0.0 0.0
0.0 0.0 0.0
0.0 0.0 0.0
0.0 0.0 0.0
0.0 0.0 0.0
0.0 0.0 0.0
0.0 0.0 0.0
0.0 0.0 0.0
0.0 0.0 0.0
0.0 0.0 0.0
0.0 0.0 0.0
0.0 0.0 0.0
-0.1 0.1 0.0
0.0 0.0 0.0
0.0 0.0 0.0
0.0 0.0 0.0
0.0 0.0 0.0
0.0 0.0 0.0
0.0 0.0 0.0
0.0 0.0 0.0
0.0 0.0 0.0
0.0 0.0 0.0
0.0 0.0 0.0
0.0 0.0 0.0
0.0 0.0 0.0
0.0 0.0 0.0
0.0 0.0 0.0
0.0 0.0 0.0
0.0 0.0 0.0
0.0 0.0 0.0
0.0 0.0 0.0
0.0 0.0 0.0
0.0 0.0 0.0
0.0 -0.1 0.0
0.0 0.1 0.0
0.0 -0.4 0.0
0.1 -0.2 0.2
-0.1 0.2 -0.1
0.0 -0.1 0.1
0.0 0.0 -0.1
0.0 -0.1 0.0
0.0 0.0 0.0
0.0 0.0 0.0
0.0 0.0 0.0
0.0 0.0 0.0
0.0 0.0 0.0
0.0 0.0 -0.1
0.0 0.0 0.0
0.1 0.0 0.0
0.1 0.0 -0.1
0.1 0.0 0.0
0.0 0.0 0.0
0.0 0.0 0.0
0.0 0.0 0.0
0.0 0.0 0.0
0.0 0.0 0.0
0.0 0.0 0.0
0.0 0.0 0.0
-0.1 0.1 0.0
0.0 -0.1 0.0
0.0 0.0 0.0
0.0 0.0 0.0
0.0 0.0 0.0
0.0 0.0 0.0
0.0 0.0 0.0
0.0 0.0 0.0